Molecular formula: C46H65N8O4SSiSn
Method: DFT, wB97M-V/def2-TZVPD

```
126
Properties=species:S:1:pos:R:3:forces:R:3
Sn -0.433 -0.203 0.070 -0.21 0.31 -0.01
C 4.431 -0.899 3.091 0.07 0.00 0.03
C 3.275 -1.187 2.103 0.07 -0.06 -0.03
N 2.347 -0.058 2.045 -0.03 -0.11 0.06
C 3.041 1.111 1.521 -0.01 0.08 -0.14
C 4.277 1.452 2.386 0.04 0.02 0.03
N 4.271 0.517 3.560 0.07 0.01 0.04
C 2.991 0.660 4.328 0.03 0.03 0.04
C 1.842 0.231 3.385 -0.07 0.02 0.11
H 5.413 -0.973 2.626 -0.02 -0.04 0.00
H 4.413 -1.531 3.978 -0.01 -0.01 -0.03
H 2.729 -2.077 2.411 0.01 -0.01 -0.01
H 3.671 -1.369 1.106 0.00 -0.01 0.02
H 2.342 1.948 1.510 -0.02 0.01 0.00
H 3.342 0.903 0.495 0.00 0.02 0.02
H 4.257 2.465 2.784 0.00 0.00 -0.04
H 5.221 1.298 1.864 -0.02 0.02 -0.01
H 5.052 0.752 4.172 -0.02 -0.01 -0.02
H 2.924 1.703 4.636 -0.03 -0.02 0.01
H 3.080 0.036 5.216 -0.03 0.02 0.00
H 1.098 1.022 3.308 0.04 -0.03 0.01
H 1.350 -0.663 3.765 -0.01 -0.02 0.02
C -2.792 2.224 2.898 -0.04 0.00 0.03
C -2.271 3.627 2.557 -0.01 0.02 -0.07
C -0.781 3.400 2.250 0.01 0.08 -0.05
O -0.544 1.989 2.351 0.09 0.11 -0.01
C -1.524 1.477 3.258 0.00 -0.09 0.00
H -3.255 1.766 2.024 -0.03 -0.02 -0.04
H -3.519 2.228 3.708 -0.03 0.00 0.01
H -2.390 4.312 3.394 0.00 0.00 0.02
H -2.799 4.047 1.704 0.00 0.02 0.01
H -0.137 3.926 2.962 -0.03 0.01 -0.01
H -0.502 3.708 1.241 0.00 -0.01 0.00
H -1.216 1.681 4.292 -0.02 -0.01 0.01
H -1.580 0.397 3.111 -0.01 -0.04 0.02
C 1.430 0.608 -4.047 -0.01 0.00 0.00
Si 1.550 1.210 -2.286 -0.05 0.16 -0.10
C 0.088 2.437 -2.063 -0.21 -0.21 0.17
C 2.990 2.375 -2.050 -0.04 -0.02 0.04
N 1.350 -0.089 -1.158 0.10 -0.23 0.14
C 2.253 -1.164 -1.174 0.17 -0.03 -0.07
C 1.931 -2.381 -0.564 -0.09 -0.12 0.04
C 2.811 -3.455 -0.548 -0.02 0.00 0.02
C 4.055 -3.360 -1.147 0.03 0.05 -0.05
C 4.398 -2.165 -1.767 0.03 -0.11 0.04
C 3.522 -1.092 -1.779 -0.09 0.06 0.01
H 1.375 1.442 -4.749 -0.02 0.02 -0.04
H 0.553 -0.030 -4.186 -0.07 0.02 -0.03
H 2.295 0.011 -4.338 0.06 -0.02 0.02
H 0.164 3.271 -2.763 0.13 0.06 -0.02
H -0.003 2.846 -1.056 0.13 0.03 0.03
H -1.261 1.304 -3.114 0.03 -0.15 0.11
H 2.931 3.164 -2.802 0.01 0.05 -0.03
H 3.965 1.908 -2.162 0.05 -0.02 -0.01
H 2.960 2.857 -1.070 -0.01 0.03 0.03
H 0.983 -2.492 -0.052 0.04 0.03 -0.07
H 2.517 -4.372 -0.050 -0.03 -0.02 -0.01
H 4.740 -4.196 -1.141 0.02 -0.02 0.00
H 5.359 -2.065 -2.253 0.02 0.01 -0.01
H 3.838 -0.183 -2.266 0.03 0.07 -0.06
C -2.138 -6.086 3.275 -0.01 -0.03 0.05
N -1.729 -5.169 2.221 0.07 -0.04 -0.05
N -1.523 -3.830 2.439 0.11 0.05 0.00
C -0.976 -3.277 1.318 -0.35 0.01 -0.18
O -0.791 -2.010 1.249 0.34 -0.04 0.09
C -0.808 -4.324 0.392 -0.01 0.08 0.05
C -1.280 -5.474 0.997 -0.01 -0.05 -0.01
C -1.314 -6.872 0.492 0.00 0.01 -0.02
C -2.059 -3.143 3.568 -0.07 0.07 0.02
C -3.432 -3.109 3.763 0.01 0.05 -0.02
C -3.940 -2.440 4.866 0.00 0.02 0.00
C -3.081 -1.799 5.748 0.00 -0.02 -0.02
C -1.709 -1.833 5.536 -0.01 0.02 0.02
C -1.192 -2.514 4.446 -0.01 -0.03 0.00
H -2.097 -5.569 4.229 0.00 -0.02 -0.02
H -1.450 -6.930 3.300 -0.04 0.01 0.01
H -3.154 -6.438 3.101 0.02 0.00 0.03
H -0.427 -4.239 -0.608 0.05 0.00 -0.05
H -1.044 -6.893 -0.560 0.01 -0.01 -0.02
H -2.305 -7.309 0.604 -0.02 -0.01 0.00
H -0.608 -7.500 1.036 0.02 -0.01 0.02
H -4.094 -3.597 3.060 -0.01 -0.03 -0.02
H -5.007 -2.418 5.034 -0.03 0.00 0.02
H -3.481 -1.283 6.610 -0.01 0.02 0.02
H -1.043 -1.346 6.234 0.02 0.01 0.03
H -0.126 -2.578 4.275 0.05 -0.01 -0.01
N -0.043 -2.940 -3.200 0.04 0.05 0.10
C -1.328 -2.641 -3.032 0.10 0.10 -0.13
N -2.244 -3.413 -3.610 0.01 0.01 0.02
S -1.845 -1.268 -2.143 -0.17 -0.14 0.03
H 0.255 -3.725 -3.758 0.01 -0.01 0.01
H 0.671 -2.365 -2.770 -0.09 -0.07 -0.01
H -2.001 -4.172 -4.228 0.00 0.00 0.00
H -3.217 -3.180 -3.502 0.02 0.00 0.00
C -5.927 -0.435 -0.100 0.03 -0.02 0.03
C -5.857 1.066 -0.059 -0.01 -0.01 -0.01
C -6.115 1.734 1.129 0.02 0.05 0.02
C -6.085 3.120 1.194 0.04 -0.01 0.00
C -5.755 3.845 0.068 -0.03 -0.08 0.03
C -5.493 3.181 -1.126 0.12 0.03 0.03
N -5.238 4.008 -2.258 -0.09 0.19 0.02
C -4.358 3.916 -3.275 -0.03 0.00 -0.11
C -4.691 4.612 -4.468 0.05 -0.04 0.04
C -3.944 4.493 -5.599 0.05 0.00 -0.03
C -2.793 3.673 -5.633 -0.05 0.02 0.08
C -2.394 3.058 -4.490 -0.02 0.02 -0.09
C -3.128 3.190 -3.273 0.06 -0.09 0.02
C -2.580 2.796 -2.030 -0.34 0.35 0.36
O -2.710 2.969 -0.884 0.17 -0.11 -0.36
O -1.229 1.804 -2.281 -0.05 -0.10 -0.12
C -5.570 1.794 -1.225 -0.01 -0.02 0.01
C -5.413 1.067 -2.531 -0.02 -0.03 -0.03
H -6.054 -0.838 0.903 0.00 -0.01 0.01
H -5.020 -0.863 -0.530 0.01 -0.03 -0.03
H -6.771 -0.779 -0.701 -0.01 -0.01 -0.02
H -6.361 1.160 2.013 -0.02 -0.01 0.03
H -6.313 3.631 2.118 -0.01 0.02 0.04
H -5.705 4.925 0.101 0.01 0.04 -0.01
H -5.919 4.747 -2.373 0.03 -0.07 -0.04
H -5.593 5.210 -4.475 -0.02 0.01 0.00
H -4.248 5.023 -6.492 -0.02 0.00 -0.02
H -2.230 3.559 -6.547 0.03 0.01 -0.02
H -1.479 2.484 -4.526 0.01 0.04 -0.01
H -5.576 1.716 -3.388 0.00 0.00 0.00
H -6.135 0.254 -2.599 -0.01 -0.01 0.00
H -4.421 0.612 -2.634 0.02 0.00 0.00
```
Positions in Å, forces in eV/Å.

LUMO, Ha: -0.239
Energy relative to the best compared isomer or geometry (same formula, charge and spin), kcal per mole: 0.0
Gap between HOMO and LUMO, eV: 7.57
Charge: +3